Below is a 2-piece molecular cluster, C2H5NSi overall in a non-equilibrium geometry, with properties calculated with ωB97M-V/def2-TZVPD.

Last column: Löwdin charge in e.
Cartesian coordinates (Å):
C1 1.979 1.544 -2.270  -0.122
C2 -0.040 -1.111 0.404  -0.389
N1 1.604 1.022 -1.323  0.025
Si1 -1.266 0.004 0.977  0.672
H1 -0.433 -1.644 -0.614  0.042
H2 1.384 0.307 -0.609  0.004
H3 0.782 -1.566 0.924  -0.051
H4 -2.277 0.786 0.150  -0.096
H5 -1.733 0.657 2.362  -0.084

Results
* spin multiplicity: 1
* HOMO energy: -9.426 eV
* energy relative to the best compared isomer or geometry (same formula, charge and spin): 324.6 kJ/mol
* charge: 0

Below is a 2-piece molecular cluster, C7H12 overall, with properties calculated with ωB97M-V/def2-TZVPD.

Last column: Löwdin charge in e.
Cartesian coordinates (Å):
C1 -1.105 -0.587 1.523  0.044
C2 -0.855 0.700 1.366  -0.338
C3 0.142 1.762 1.215  -0.110
C4 -1.361 2.062 1.160  -0.101
H1 -0.297 -1.312 1.607  0.057
H2 -2.122 -0.967 1.573  0.058
H3 0.706 1.799 0.286  0.076
H4 0.697 2.090 2.093  0.102
H5 -1.794 2.314 0.192  0.099
H6 -1.803 2.597 1.998  0.098
C5 0.229 0.041 -1.722  -0.041
C6 1.255 -0.767 -1.467  -0.243
C7 1.140 -2.248 -1.236  -0.123
H7 0.358 1.111 -1.872  0.053
H8 -0.790 -0.335 -1.766  0.063
H9 2.260 -0.347 -1.414  0.094
H10 1.557 -2.819 -2.077  0.072
H11 0.091 -2.548 -1.126  0.070
H12 1.692 -2.547 -0.334  0.070

Results
* SMILES: C=C1CC1.C=CC
* spin multiplicity: 1
* HOMO energy: -9.316 eV
* energy relative to the best compared isomer or geometry (same formula, charge and spin): 254.3 kJ/mol
* charge: 0

Below is C9H11Br2N4PdS as an isolated structure, with properties calculated with ωB97M-V/def2-TZVPD.

Last column: Löwdin charge in e.
Cartesian coordinates (Å):
Pd1 -1.117 -0.457 -0.076  0.592
C1 2.253 2.029 -1.058  0.043
C2 1.366 1.004 -0.500  -0.052
N1 -0.035 0.970 -0.883  -0.083
N2 -0.421 1.823 -1.692  0.152
C3 -1.813 1.687 -2.022  -0.688
N3 -2.219 2.614 -2.843  0.230
S1 -2.773 0.452 -1.377  0.770
C4 1.709 -0.005 0.400  -0.171
C5 3.036 -0.115 0.872  0.133
C6 3.381 -1.129 1.760  0.062
C7 2.387 -1.999 2.147  0.120
C8 1.056 -1.847 1.646  -0.030
N4 0.726 -0.903 0.814  -0.004
H1 1.732 2.709 -1.723  0.100
H2 3.072 1.552 -1.611  0.147
H3 2.714 2.608 -0.248  0.145
H4 -1.583 3.321 -3.201  0.167
H5 -3.184 2.657 -3.158  0.166
H6 3.784 0.593 0.539  0.154
H7 4.394 -1.224 2.131  0.157
H8 2.583 -2.812 2.837  0.158
H9 0.283 -2.536 1.968  0.102
Br1 -2.395 -2.283 1.087  0.722
C9 -4.415 -2.311 1.089  -0.888
Br2 -5.283 -0.735 0.539  0.739
H10 -4.612 -2.521 2.135  0.028
H11 -4.629 -3.141 0.426  0.029

Results
* spin multiplicity: 1
* HOMO energy (alpha / beta): -19.229 / -19.229 eV
* charge: +3

Below is C30H48F12O36S7 as an isolated structure in a non-equilibrium geometry, with properties calculated with ωB97M-V/def2-TZVPD.

Last column: Löwdin charge in e.
Cartesian coordinates (Å):
C1 -3.914 -8.010 -1.365  -0.061
C2 -4.178 -6.971 -2.392  -0.179
O1 -2.956 -6.173 -2.481  0.033
C3 -2.952 -5.217 -3.381  -0.416
O2 -3.764 -5.024 -4.230  0.181
C4 -1.698 -4.321 -3.261  -0.525
F1 -1.270 -4.019 -4.491  0.165
F2 -2.025 -3.183 -2.633  0.160
F3 -0.687 -4.903 -2.598  0.163
H1 -4.796 -8.609 -1.147  0.088
H2 -3.499 -7.543 -0.473  0.067
H3 -3.152 -8.724 -1.694  0.087
H4 -4.933 -6.273 -2.021  0.137
H5 -4.472 -7.312 -3.380  0.130
C5 1.858 -3.022 -3.602  -0.045
C6 1.990 -3.113 -2.103  -0.169
O3 1.937 -4.468 -1.626  0.055
C7 1.428 -4.666 -0.428  -0.389
O4 0.920 -3.853 0.294  0.153
C8 1.621 -6.111 0.073  -0.545
F4 2.279 -6.075 1.255  0.141
F5 0.450 -6.702 0.276  0.180
F6 2.354 -6.842 -0.745  0.190
H6 2.799 -3.171 -4.132  0.075
H7 1.557 -2.000 -3.827  0.083
H8 1.189 -3.742 -4.072  0.070
H9 1.253 -2.492 -1.600  0.102
H10 2.968 -2.719 -1.819  0.123
C9 3.179 4.340 -1.368  -0.055
C10 4.492 4.958 -0.985  -0.174
O5 5.530 4.471 -1.863  0.042
C11 6.754 4.816 -1.581  -0.428
O6 7.137 5.473 -0.662  0.175
C12 7.758 4.332 -2.655  -0.545
F7 8.622 5.298 -2.928  0.182
F8 8.444 3.270 -2.194  0.150
F9 7.165 3.973 -3.799  0.164
H11 2.353 4.624 -0.716  0.074
H12 3.149 3.248 -1.377  0.059
H13 2.862 4.618 -2.379  0.094
H14 4.744 4.694 0.043  0.133
H15 4.469 6.037 -1.128  0.137
C13 -6.385 5.700 -0.866  -0.047
C14 -7.049 4.757 0.123  -0.186
O7 -6.078 3.985 0.835  0.047
C15 -5.771 2.802 0.372  -0.417
O8 -6.172 2.268 -0.615  0.173
C16 -4.766 2.091 1.300  -0.535
F10 -4.909 2.478 2.574  0.165
F11 -4.918 0.765 1.255  0.163
F12 -3.517 2.385 0.917  0.156
H16 -5.581 5.202 -1.415  0.075
H17 -6.045 6.629 -0.420  0.075
H18 -7.076 5.910 -1.690  0.082
H19 -7.747 4.152 -0.460  0.120
H20 -7.646 5.259 0.878  0.126
C17 0.199 1.556 4.554  -0.151
C18 -1.215 1.169 4.910  -0.125
O9 -1.648 2.315 5.685  -0.177
S1 -1.180 3.619 4.919  0.589
O10 -0.889 4.613 5.871  -0.192
O11 -2.026 3.886 3.815  -0.210
O12 0.179 2.987 4.350  -0.198
H21 0.683 1.029 3.736  0.108
H22 0.919 1.432 5.370  0.130
H23 -1.300 0.305 5.556  0.139
H24 -1.848 1.118 4.020  0.134
C19 -0.790 2.620 -2.222  -0.170
C20 -1.186 2.182 -3.658  -0.133
O13 -1.808 3.329 -4.273  -0.186
S2 -2.341 4.288 -3.111  0.566
O14 -3.512 3.707 -2.565  -0.209
O15 -2.310 5.621 -3.524  -0.186
O16 -1.098 4.002 -2.161  -0.186
H25 0.258 2.405 -2.033  0.103
H26 -1.348 1.997 -1.522  0.117
H27 -1.908 1.367 -3.696  0.128
H28 -0.325 1.889 -4.255  0.125
C21 5.533 -0.562 -1.661  -0.135
C22 6.068 0.704 -2.306  -0.164
O17 5.093 1.105 -3.262  -0.170
S3 3.804 0.158 -3.212  0.568
O18 3.961 -0.882 -4.164  -0.212
O19 2.663 0.977 -3.271  -0.198
O20 4.103 -0.388 -1.763  -0.222
H29 5.752 -0.661 -0.606  0.138
H30 5.811 -1.443 -2.242  0.132
H31 7.079 0.575 -2.683  0.137
H32 6.109 1.500 -1.558  0.126
C23 3.512 -3.740 3.750  -0.101
C24 3.696 -2.474 2.930  -0.159
O21 2.483 -1.733 3.026  -0.207
S4 1.782 -1.993 4.432  0.564
O22 0.392 -2.180 4.246  -0.213
O23 2.244 -1.038 5.354  -0.203
O24 2.478 -3.389 4.717  -0.191
H33 4.408 -3.993 4.302  0.136
H34 3.026 -4.522 3.173  0.118
H35 3.981 -2.612 1.891  0.134
H36 4.486 -1.845 3.362  0.136
C25 -2.617 -6.360 2.522  -0.162
C26 -1.724 -5.381 3.269  -0.132
O25 -1.448 -4.385 2.266  -0.203
S5 -2.752 -4.140 1.406  0.560
O26 -2.374 -3.844 0.086  -0.205
O27 -3.611 -3.248 2.087  -0.202
O28 -3.353 -5.616 1.548  -0.181
H37 -3.325 -6.856 3.192  0.136
H38 -2.066 -7.182 2.063  0.126
H39 -0.770 -5.869 3.449  0.136
H40 -2.133 -4.921 4.163  0.137
C27 -0.386 -1.047 1.181  -0.141
C28 -0.676 -0.872 -0.307  -0.134
O29 0.400 -0.055 -0.782  -0.202
S6 1.315 0.533 0.391  0.579
O30 1.536 1.907 0.142  -0.211
O31 2.458 -0.284 0.537  -0.213
O32 0.243 0.208 1.516  -0.193
H41 0.275 -1.894 1.355  0.096
H42 -1.295 -1.157 1.765  0.139
H43 -1.605 -0.335 -0.461  0.134
H44 -0.709 -1.832 -0.817  0.103
C29 -0.650 4.476 1.476  -0.148
C30 -0.181 5.955 1.573  -0.137
O33 -1.374 6.724 1.590  -0.171
S7 -2.494 5.986 0.736  0.580
O34 -2.286 6.241 -0.644  -0.213
O35 -3.747 6.233 1.315  -0.193
O36 -2.039 4.522 1.151  -0.211
H45 -0.576 3.974 2.440  0.075
H46 -0.106 3.895 0.734  0.110
H47 0.462 6.214 0.732  0.122
H48 0.326 6.128 2.516  0.132

Results
* spin multiplicity: 1
* HOMO energy: -10.434 eV
* energy relative to the best compared isomer or geometry (same formula, charge and spin): 30.3 kJ/mol
* charge: 0

Below is one molecule with the formula C4H11N3O2, with properties calculated with ωB97M-V/def2-TZVPD.

Last column: Löwdin charge in e.
Cartesian coordinates (Å):
C1 0.155 1.613 -0.927  -0.045
N1 -0.218 0.700 0.147  0.002
C2 -1.348 -0.648 -0.127  -0.435
C3 -1.532 -0.997 -1.413  0.000
O1 -2.392 -0.506 0.730  0.046
H1 -2.160 -1.006 1.525  0.115
H2 -0.643 1.209 0.919  0.150
H3 1.014 2.220 -0.631  0.093
H4 -0.691 2.260 -1.154  0.096
H5 0.392 1.040 -1.819  0.077
H6 -2.495 -1.384 -1.705  0.048
H7 -0.723 -1.008 -2.127  0.032
C4 0.782 -0.326 0.707  -0.702
N2 1.414 0.227 1.882  0.110
N3 1.809 -0.709 -0.207  0.134
O2 -0.139 -1.329 0.878  -0.059
H8 1.452 -1.272 -0.964  0.088
H9 2.166 -0.393 2.160  0.084
H10 0.748 0.268 2.645  0.083
H11 2.409 0.042 -0.520  0.084

Results
* spin multiplicity: 1
* HOMO energy: -7.318 eV
* energy relative to the best compared isomer or geometry (same formula, charge and spin): 355.8 kJ/mol
* charge: 0

Below is a 2-piece molecular cluster, C5H14O overall in a non-equilibrium geometry, with properties calculated with ωB97M-V/def2-TZVPD.

Last column: Löwdin spin population.
Cartesian coordinates (Å):
C1 0.218 -2.195 1.941  0.089
C2 -0.641 -1.122 1.297  0.213
C3 0.377 -0.207 0.383  0.271
C4 -0.262 -0.243 -1.033  0.203
C5 -1.726 0.150 -1.152  0.036
H1 1.201 -1.735 2.073  0.010
H2 0.303 -3.111 1.365  0.001
H3 -0.184 -2.440 2.920  0.040
H4 -1.005 -0.404 2.038  0.022
H5 -1.512 -1.438 0.771  0.002
H6 0.324 0.786 0.830  0.005
H7 1.421 -0.504 0.337  -0.001
H8 0.299 0.599 -1.460  0.080
H9 -0.159 -1.218 -1.483  0.001
H10 -1.765 0.901 -1.952  0.018
H11 -2.344 -0.659 -1.524  0.001
H12 -2.170 0.631 -0.292  0.009
H13 2.522 3.437 -1.258  0.000
H14 2.867 4.454 -2.266  0.000
O1 2.236 4.317 -1.536  0.000

Results
* spin multiplicity: 2
* HOMO energy (alpha / beta): -14.151 / -14.151 eV
* energy relative to the best compared isomer or geometry (same formula, charge and spin): 51.0 kJ/mol
* charge: +1

Below is a 6-piece molecular cluster, C41H58Cl2F9N8O overall in a non-equilibrium geometry, with properties calculated with ωB97M-V/def2-TZVPD.

Last column: Löwdin charge in e.
Cartesian coordinates (Å):
C1 -2.163 3.328 4.434  0.101
C2 -2.037 3.084 3.136  -0.124
N1 -0.739 2.822 2.570  0.187
C3 -0.412 1.707 1.988  -0.297
N2 0.857 1.558 1.550  0.107
C4 1.379 2.472 0.519  -0.695
Cl1 1.514 1.507 -0.986  0.768
C5 2.746 3.048 0.884  -0.727
C6 3.638 2.063 1.613  -0.109
Cl2 2.386 4.473 1.914  0.684
N3 -1.269 0.611 1.811  0.071
C7 -2.353 0.778 0.787  -0.100
C8 -2.234 2.007 -0.111  -0.168
C9 -3.101 1.758 -1.371  -0.168
C10 -2.249 1.395 -2.602  -0.197
C11 -2.814 0.248 -3.461  -0.183
C12 -2.211 -1.094 -2.992  -0.191
C13 -0.962 -1.514 -3.793  -0.178
C14 0.363 -1.321 -3.036  -0.230
C15 1.424 -2.384 -3.319  -0.159
C16 2.585 -2.339 -2.312  -0.227
O1 3.800 -2.016 -2.962  -0.177
C17 4.619 -1.065 -2.323  -0.109
C18 -1.601 -0.119 2.991  -0.455
F1 -2.776 0.232 3.544  0.157
F2 -0.644 0.127 3.912  0.160
C19 -1.661 -1.653 2.766  -0.348
F3 -1.941 -2.246 3.926  0.191
F4 -2.690 -1.876 1.915  0.160
C20 -0.427 -2.337 2.107  -0.340
F5 -0.187 -1.814 0.894  0.157
F6 -0.783 -3.620 1.949  0.165
C21 0.910 -2.328 2.903  -0.537
F7 0.715 -2.544 4.196  0.209
F8 1.705 -3.275 2.415  0.201
F9 1.521 -1.140 2.737  0.156
H1 -3.035 2.953 4.952  0.068
H2 -1.397 3.882 4.966  0.094
H3 -2.875 3.131 2.454  0.118
H4 -0.006 3.532 2.650  0.134
H5 0.966 0.598 1.237  0.108
H6 0.657 3.263 0.335  0.078
H7 3.224 3.368 -0.040  0.100
H8 3.701 1.138 1.036  0.079
H9 3.281 1.871 2.622  0.080
H10 4.642 2.477 1.685  0.093
H11 -2.303 -0.102 0.145  0.114
H12 -3.338 0.772 1.255  0.139
H13 -2.599 2.904 0.388  0.100
H14 -1.213 2.163 -0.467  0.076
H15 -3.831 0.971 -1.162  0.117
H16 -3.661 2.664 -1.601  0.117
H17 -1.250 1.077 -2.285  0.075
H18 -2.103 2.301 -3.194  0.115
H19 -2.481 0.430 -4.483  0.104
H20 -3.903 0.229 -3.419  0.110
H21 -1.943 -1.003 -1.933  0.082
H22 -2.969 -1.876 -3.062  0.108
H23 -0.910 -0.941 -4.721  0.111
H24 -1.052 -2.566 -4.068  0.110
H25 0.810 -0.353 -3.297  0.097
H26 0.189 -1.297 -1.953  0.079
H27 1.884 -2.224 -4.295  0.125
H28 0.980 -3.381 -3.305  0.114
H29 2.356 -1.605 -1.526  0.087
H30 2.696 -3.316 -1.828  0.117
H31 4.372 -0.953 -1.262  0.071
H32 5.659 -1.386 -2.391  0.088
H33 4.540 -0.090 -2.817  0.079
N4 -2.065 -6.365 1.249  -0.004
C22 -3.137 -5.930 0.516  -0.149
C23 -3.622 -6.997 -0.189  -0.107
C24 -2.813 -8.122 0.132  -0.104
C25 -1.864 -7.700 1.024  -0.141
H34 -1.512 -5.796 1.860  0.114
H35 -3.462 -4.904 0.560  0.097
H36 -4.464 -6.978 -0.861  0.091
H37 -2.917 -9.123 -0.249  0.093
H38 -1.066 -8.231 1.513  0.107
N5 -3.129 1.998 7.793  -0.013
C26 -4.046 3.010 7.919  -0.155
C27 -4.054 3.403 9.229  -0.102
C28 -3.108 2.598 9.921  -0.101
C29 -2.552 1.742 9.010  -0.138
H39 -2.914 1.505 6.947  0.122
H40 -4.614 3.362 7.074  0.099
H41 -4.672 4.178 9.649  0.095
H42 -2.865 2.644 10.969  0.095
H43 -1.803 0.978 9.122  0.106
N6 3.482 -6.499 -0.673  -0.008
C30 4.316 -6.994 -1.639  -0.141
C31 3.599 -7.886 -2.390  -0.107
C32 2.279 -7.926 -1.862  -0.107
C33 2.239 -7.057 -0.805  -0.152
H44 3.738 -5.827 0.025  0.134
H45 5.340 -6.670 -1.712  0.105
H46 3.976 -8.447 -3.229  0.092
H47 1.456 -8.523 -2.217  0.092
H48 1.437 -6.792 -0.136  0.094
N7 2.667 3.062 -4.069  -0.028
C34 1.943 3.283 -5.212  -0.150
C35 2.820 3.660 -6.191  -0.096
C36 4.122 3.668 -5.619  -0.096
C37 3.996 3.293 -4.311  -0.140
H49 2.277 2.773 -3.193  0.053
H50 0.874 3.154 -5.229  0.109
H51 2.560 3.904 -7.208  0.096
H52 5.044 3.920 -6.116  0.095
H53 4.735 3.172 -3.536  0.103
N8 0.404 6.025 -1.701  -0.009
C38 0.984 5.645 -2.888  -0.136
C39 0.732 6.628 -3.804  -0.090
C40 -0.026 7.638 -3.150  -0.099
C41 -0.211 7.241 -1.855  -0.141
H54 0.428 5.502 -0.846  0.111
H55 1.522 4.721 -2.983  0.068
H56 1.058 6.623 -4.830  0.097
H57 -0.389 8.554 -3.584  0.096
H58 -0.721 7.717 -1.036  0.104

Results
* spin multiplicity: 1
* HOMO energy: -9.703 eV
* charge: +1

Below is C13H4F5NNiS3 as an isolated structure in a non-equilibrium geometry, with properties calculated with ωB97M-V/def2-TZVPD.

Last column: Löwdin spin population.
Cartesian coordinates (Å):
Ni1 1.618 -1.115 0.000  1.651
S1 3.943 -0.600 0.000  0.107
C1 3.145 0.907 0.000  0.022
N1 1.825 0.933 0.000  0.032
C2 1.329 2.198 0.000  0.004
C3 -0.018 2.563 0.000  0.002
C4 -0.339 3.902 0.000  0.000
C5 0.655 4.883 0.000  0.002
C6 1.994 4.543 0.000  0.000
C7 2.326 3.201 0.000  0.004
S2 3.910 2.479 0.000  0.003
H1 -0.779 1.799 0.000  0.000
H2 -1.376 4.203 0.000  0.000
H3 0.374 5.925 0.000  0.000
H4 2.765 5.296 0.000  0.000
F1 -4.550 -3.485 0.000  0.003
C8 -3.217 -3.458 0.000  0.008
C9 -2.543 -2.241 0.000  -0.001
F2 -3.228 -1.095 0.000  -0.001
C10 -1.161 -2.237 0.000  0.009
F3 -0.498 -1.039 0.000  0.028
C11 -0.380 -3.400 0.000  0.014
S3 1.350 -3.339 0.000  0.101
C12 -1.095 -4.612 0.000  0.011
F4 -0.428 -5.764 0.000  0.003
C13 -2.483 -4.643 0.000  -0.001
F5 -3.139 -5.804 0.000  -0.001

Results
* spin multiplicity: 3
* HOMO energy (alpha / beta): -8.437 / -8.335 eV
* energy relative to the best compared isomer or geometry (same formula, charge and spin): 0.9 kJ/mol
* charge: 0

In hartree, the calculated total energy values for the records above are, in order, -423.294906, -273.811679, -6241.523592, -7866.196376, -473.667242, -273.738163, -3929.198507, -3754.762033.